Below is a structure of composition C36H40O3P2SSr in a non-equilibrium geometry, with properties calculated with ωB97M-V/def2-TZVPD.

Calculated values
* LUMO: -0.0583 eV

Each line ends with the Mulliken charge.
Cartesian coordinates (Å):
Sr: -0.7780 -1.8221 1.2308  1.66
C: 4.8379 -4.3218 0.8455  -0.55
C: 4.5412 -3.0342 0.6236  0.13
C: 4.8817 -2.2167 -0.5668  -0.95
C: 3.6704 -2.0455 -1.5645  0.11
C: 3.0921 -3.3667 -1.9826  -0.42
C: 3.7061 -4.5522 -2.0595  -0.38
C: 5.0843 -4.9896 -1.6865  -0.83
C: 5.1527 -5.3603 -0.1819  -0.58
C: -1.5093 -4.0454 0.1177  -1.71
H: 4.8793 -4.6877 1.8952  0.37
H: 4.0449 -2.4654 1.4030  0.14
H: 5.7652 -2.5888 -1.1327  0.36
H: 5.0688 -1.1823 -0.2090  0.41
H: 2.8956 -1.4513 -1.0562  -0.20
H: 4.0075 -1.4363 -2.4328  0.37
H: 2.0606 -3.2775 -2.3511  0.35
H: 3.0525 -5.3561 -2.4154  0.31
H: 5.8570 -4.2629 -1.9783  0.35
H: 5.2519 -5.9390 -2.2373  0.33
H: 4.4336 -6.1621 -0.0875  0.28
H: 6.1503 -5.7716 0.0297  0.38
H: -1.7941 -4.7728 0.9107  0.30
H: -0.7451 -4.5118 -0.4893  0.39
H: -2.4017 -3.9053 -0.5216  0.37
P: -1.3740 2.4569 1.7389  0.21
P: -3.0661 1.7889 -0.9254  0.12
C: -0.8740 3.0980 0.1101  -0.87
C: -1.6864 2.9739 -0.9662  -0.77
C: -1.3512 4.0301 2.6934  0.29
C: -0.6515 5.1776 2.2886  0.17
C: -0.8214 6.3999 2.9583  -0.64
C: -1.6723 6.4888 4.0605  -0.41
C: -2.3415 5.3458 4.4981  -0.54
C: -2.2006 4.1338 3.8193  -0.56
C: 0.2732 1.7245 2.1257  0.15
C: 0.6390 0.6512 1.2896  -1.39
C: 1.7513 -0.0999 1.6396  0.67
C: 2.5988 0.2832 2.6829  -1.18
C: 2.3119 1.4493 3.3990  -0.77
C: 1.1254 2.1502 3.1517  -0.51
C: -4.2724 2.9599 -1.8180  0.30
C: -4.6136 4.1646 -1.1613  -0.42
C: -5.4521 5.0930 -1.7822  -0.59
C: -5.9829 4.8365 -3.0380  -0.46
C: -5.6743 3.6518 -3.6761  -0.51
C: -4.8497 2.6946 -3.0680  -0.32
C: -2.5805 0.6809 -2.3114  0.45
C: -3.2898 -0.5306 -2.4446  -0.48
C: -3.0119 -1.3839 -3.5101  -0.58
C: -2.0248 -1.0436 -4.4431  -0.50
C: -1.3264 0.1631 -4.3193  -0.70
C: -1.6024 1.0228 -3.2499  0.02
H: 0.1127 3.5839 0.0480  0.69
H: -1.5870 3.6081 -1.8636  0.84
H: 0.0294 5.1606 1.4368  0.26
H: -0.2754 7.2860 2.6158  0.36
H: -1.7978 7.4473 4.5767  0.36
H: -2.9735 5.4164 5.3812  0.37
H: -2.7567 3.2673 4.1660  0.37
H: 0.1091 0.4484 0.3364  1.63
H: 1.9891 -0.9832 1.0548  0.15
H: 3.4827 -0.3135 2.9058  0.47
H: 3.0116 1.8197 4.1532  0.37
H: 0.8707 3.0447 3.7412  0.36
H: -4.2129 4.3913 -0.1729  0.39
H: -5.7112 6.0152 -1.2757  0.38
H: -6.6621 5.5544 -3.5126  0.35
H: -6.0972 3.4371 -4.6587  0.36
H: -4.6544 1.7596 -3.5871  0.32
H: -4.0614 -0.7857 -1.7142  0.38
H: -3.5532 -2.3291 -3.6022  0.43
H: -1.7767 -1.7281 -5.2539  0.39
H: -0.5514 0.4434 -5.0360  0.40
H: -1.0568 1.9631 -3.1485  0.36
C: 0.9957 -5.2998 2.1910  -0.66
S: 1.2533 -3.5880 2.7362  1.31
O: 2.3878 -3.5328 3.6247  -0.66
O: 1.4278 -2.9191 1.3730  -0.86
O: -0.0212 -3.0558 3.3021  -0.93
H: 1.7362 -5.5834 1.4213  0.12
H: -0.0122 -5.4398 1.8168  0.13
H: 1.1699 -5.9240 3.0989  0.40


Below is a cluster of 13 separate species, C55H72F24O33 in total in a non-equilibrium geometry, with properties calculated with ωB97M-V/def2-TZVPD.

Calculated values
* LUMO: -0.0212 eV

Each line ends with the Mulliken charge.
Cartesian coordinates (Å):
C: -3.9384 1.3607 0.3814  -0.43
C: -4.0625 1.9777 -1.0047  -0.01
C: -3.6654 3.4804 -0.9733  -0.28
O: -2.8388 3.6357 -2.1006  -0.37
C: -2.4166 2.4300 -2.5243  0.33
O: -1.6550 2.2587 -3.4303  -0.38
O: -2.9608 1.4549 -1.8069  0.00
H: -4.8689 1.5506 0.9209  0.52
H: -3.1392 1.8296 0.9553  -0.24
H: -3.7359 0.2903 0.3391  0.00
H: -4.9044 1.5683 -1.5629  0.45
H: -3.1701 3.7303 -0.0356  0.14
H: -4.5912 4.0547 -1.0447  0.39
C: 2.7195 -5.4905 -1.3469  -1.30
C: 3.0465 -4.6383 -0.1549  0.44
C: 2.6607 -3.1172 -0.1637  0.51
O: 1.9803 -2.9325 1.0649  0.48
C: 1.7155 -4.0781 1.6656  0.15
O: 1.2394 -4.1843 2.7592  -0.58
O: 2.3480 -5.0872 1.0325  -0.47
H: 1.6876 -5.3898 -1.6748  0.00
H: 2.9817 -6.5169 -1.0857  0.45
H: 3.4163 -5.2230 -2.1441  0.41
H: 4.1267 -4.7163 -0.0158  0.31
H: 2.0887 -2.8793 -1.0586  -0.38
H: 3.6347 -2.6364 -0.1163  0.13
C: 4.9651 1.8103 3.0940  -0.71
C: 5.5308 1.3159 1.7692  0.23
C: 5.2287 -0.1603 1.5226  0.02
O: 4.9221 -0.2111 0.1422  -0.36
C: 4.4891 1.0394 -0.2086  0.54
O: 3.9017 1.2398 -1.2235  -0.39
O: 4.8068 1.9623 0.6996  -0.23
H: 5.2592 2.8509 3.2050  0.39
H: 5.1514 1.2179 3.9874  0.35
H: 3.8784 1.8185 2.9899  -0.26
H: 6.5969 1.5264 1.6865  0.27
H: 4.3494 -0.4582 2.1049  -0.21
H: 6.0630 -0.7466 1.9067  0.45
C: -0.1466 -0.8444 -1.7582  -0.67
C: 0.6402 -0.1023 -0.7317  0.89
C: 0.5576 1.4256 -0.7414  1.39
O: -0.3306 1.7183 0.3189  -0.36
C: -0.4110 0.6376 1.1366  -0.58
O: -0.8797 0.6309 2.2373  0.27
O: 0.2386 -0.4050 0.6119  0.20
H: -0.2436 -1.9092 -1.5212  -0.56
H: 0.2450 -0.9134 -2.7691  0.66
H: -1.1814 -0.4888 -1.8027  0.31
H: 1.7038 -0.2889 -0.9034  0.02
H: 0.0507 1.6719 -1.6747  -0.51
H: 1.5266 1.8215 -0.4363  -1.11
C: 2.4475 -3.1354 -7.4526  -1.52
C: 1.3859 -3.9070 -6.6636  0.21
C: 1.9174 -5.2046 -6.0389  -0.62
O: 1.4869 -5.1757 -4.6727  -0.38
C: 1.0916 -3.9169 -4.3767  -0.08
O: 0.8154 -3.5684 -3.2664  0.02
O: 1.0728 -3.1574 -5.4585  0.03
H: 3.2078 -2.7117 -6.8005  0.33
H: 2.0755 -2.2880 -8.0288  0.39
H: 2.8117 -3.8586 -8.1851  0.42
H: 0.3967 -4.0480 -7.0993  0.41
H: 3.0069 -5.2339 -6.0365  0.33
H: 1.4935 -6.0581 -6.5639  0.33
C: -3.0253 -1.1808 5.2715  -1.04
C: -4.3662 -0.7074 4.7923  0.58
C: -4.4092 -0.0142 3.4286  0.39
O: -5.5818 -0.5966 2.8321  -0.39
C: -5.8966 -1.7486 3.4384  0.47
O: -6.6072 -2.5840 2.9688  -0.62
O: -5.1785 -1.8696 4.5671  -0.41
H: -3.0974 -2.0296 5.9530  0.47
H: -2.3457 -0.4696 5.7414  0.38
H: -2.3843 -1.5453 4.4596  -0.24
H: -4.7654 -0.1477 5.6432  0.24
H: -3.5746 -0.2714 2.7796  -0.24
H: -4.6014 1.0397 3.6102  0.33
C: 3.7295 7.0167 -1.3437  -1.54
C: 3.7923 5.6536 -2.0083  0.67
C: 2.9082 4.5899 -1.3162  0.72
O: 2.1600 4.0926 -2.4356  0.06
C: 2.4629 4.7537 -3.5886  0.24
O: 1.9557 4.5868 -4.6474  -0.52
O: 3.3249 5.7389 -3.3329  -0.41
H: 2.7288 7.4352 -1.2448  0.39
H: 4.2860 7.7477 -1.9389  0.43
H: 4.2892 7.0309 -0.4068  0.30
H: 4.8354 5.3356 -1.9666  0.21
H: 2.2018 4.9865 -0.5883  -0.19
H: 3.5293 3.8269 -0.8501  -0.40
C: 3.2574 -2.2365 4.8113  -1.75
C: 2.1699 -1.2276 4.4035  1.96
C: 0.7284 -1.7661 4.4617  0.26
O: 0.0625 -0.8190 5.2708  -0.14
C: 0.8718 0.1426 5.6894  0.32
O: 0.5652 1.0969 6.3391  -0.57
O: 2.1577 -0.1393 5.3187  -0.44
H: 4.0517 -1.6927 5.3245  0.50
H: 3.6940 -2.5784 3.8731  0.25
H: 2.8315 -2.9743 5.4837  0.42
H: 2.2803 -0.8511 3.3813  -0.78
H: 0.6662 -2.7986 4.8022  0.54
H: 0.3336 -1.7621 3.4456  -0.55
C: -1.5788 3.9585 6.7336  -1.86
C: -1.3194 3.6026 5.2869  1.00
C: -2.1334 2.4243 4.7321  0.96
O: -2.7147 2.9080 3.5315  -0.15
C: -2.3089 4.1689 3.3072  0.55
O: -2.6149 4.8284 2.3614  -0.63
O: -1.5753 4.6386 4.3231  -0.40
H: -0.9061 4.7568 7.0516  0.41
H: -1.3093 3.1135 7.3664  0.37
H: -2.6081 4.2833 6.8847  0.42
H: -0.2649 3.3606 5.1466  -0.11
H: -2.8602 2.1143 5.4872  0.29
H: -1.4863 1.5769 4.5124  -0.78
C: -0.8616 1.4411 -6.5133  -1.40
C: 0.4506 2.1331 -6.1465  0.83
C: 1.2668 1.4190 -5.0667  1.59
O: 2.5455 1.2083 -5.6552  -0.41
C: 2.5563 1.7494 -6.9022  0.48
O: 3.4798 1.6404 -7.6454  -0.60
O: 1.3497 2.2292 -7.2343  -0.43
H: -1.4399 1.1213 -5.6515  0.13
H: -0.6403 0.5298 -7.0761  0.38
H: -1.4715 2.0870 -7.1437  0.35
H: 0.2543 3.1634 -5.8479  0.23
H: 0.8540 0.4448 -4.7883  -0.76
H: 1.2275 1.9899 -4.1381  -0.41
C: -5.3311 -4.9223 1.5466  -0.78
C: -6.0581 -5.8514 0.5709  0.89
C: -5.7663 -5.5128 -0.8875  0.29
F: -6.6413 -6.2416 -1.6617  -0.35
F: -5.7658 -4.2328 -1.2443  -0.17
F: -5.5806 -7.1074 0.8349  -0.32
F: -7.3651 -5.8601 0.9002  -0.34
O: -3.9872 -4.6992 1.0995  -0.26
C: -3.4118 -3.5495 1.5329  0.31
C: -1.9163 -3.5050 1.1946  -0.39
F: -1.7349 -3.5371 -0.1557  0.12
F: -1.3562 -2.3794 1.6794  0.13
F: -4.0216 -2.4999 0.9372  -0.19
F: -3.5088 -3.3677 2.8585  -0.27
H: -5.2516 -5.4710 2.4831  0.46
H: -5.8829 -3.9837 1.6149  0.35
H: -4.8268 -6.0487 -1.0726  0.15
H: -1.3737 -4.3424 1.6446  0.23
C: 1.8698 5.8517 3.5425  -1.17
C: 2.6571 4.7263 2.8725  1.31
C: 1.7411 3.6359 2.2894  0.90
F: 1.0889 2.9686 3.2712  0.10
F: 0.8030 4.1595 1.4771  -0.17
F: 3.4306 5.1862 1.8647  -0.29
F: 3.4122 4.1362 3.8468  -0.34
O: 2.6346 6.9049 4.1036  -0.45
C: 3.1379 7.8933 3.2953  0.90
C: 3.5942 9.0300 4.1961  0.18
F: 4.5244 8.6126 5.0771  -0.25
F: 4.1678 10.0105 3.4629  -0.27
F: 4.1546 7.4970 2.5142  -0.28
F: 2.1841 8.3514 2.4654  -0.31
H: 1.2186 5.4725 4.3280  0.22
H: 1.2026 6.3472 2.8287  0.61
H: 2.3993 2.9473 1.7458  -1.04
H: 2.7060 9.4644 4.6631  0.28
C: -2.5439 -3.5151 -3.1552  1.07
C: -3.0454 -2.6024 -4.2615  0.98
C: -1.9587 -2.0963 -5.2007  0.17
F: -2.5087 -1.0820 -5.9196  -0.32
F: -0.9385 -1.5382 -4.4998  0.09
F: -3.9991 -3.1816 -5.0402  -0.34
F: -3.6489 -1.5470 -3.6581  -0.29
O: -1.9015 -4.6661 -3.6870  -0.58
C: -2.2958 -5.8697 -3.1728  1.12
C: -1.5274 -7.0172 -3.8672  0.29
F: -1.8626 -8.2255 -3.4043  -0.29
F: -1.6662 -6.9687 -5.2123  -0.26
F: -2.0738 -5.8660 -1.8526  -0.28
F: -3.6142 -6.1079 -3.4159  -0.31
H: -3.3934 -3.8278 -2.5427  0.21
H: -1.9509 -2.9188 -2.4629  -1.04
H: -1.5069 -2.8037 -5.8979  -0.19
H: -0.4630 -6.8317 -3.6805  0.08


Below is a cluster of 13 separate species, C40H116N10O13 in total in a non-equilibrium geometry, with properties calculated with ωB97M-V/def2-TZVPD.

Calculated values
* LUMO: 0.6349 eV

Each line ends with the Mulliken charge.
Cartesian coordinates (Å):
C: -0.5950 3.1871 -2.3230  -1.29
C: -0.2793 3.2908 -0.8134  2.05
C: -0.1361 4.7591 -0.4103  -1.32
O: -1.2142 5.5458 -0.9099  -0.25
C: -1.2745 6.7818 -0.3085  -0.69
N: -1.2937 2.5322 -0.0399  0.98
H: 0.1649 3.7316 -2.9128  0.60
H: -1.5749 3.5879 -2.6627  0.15
H: -0.6253 2.0949 -2.5800  0.03
H: 0.6982 2.7926 -0.6411  -1.43
H: 0.8121 5.1447 -0.8143  0.59
H: -0.1150 4.8578 0.7077  0.44
H: -1.5539 6.7047 0.7516  0.13
H: -2.0496 7.3624 -0.7635  0.27
H: -0.2611 7.2542 -0.3529  0.31
H: -1.4450 2.9082 0.8914  -0.62
H: -2.1920 2.6672 -0.5173  -0.57
C: -2.7271 -1.3760 -3.5255  -0.93
C: -2.5131 -0.3957 -4.6943  0.00
C: -3.3633 0.8961 -4.5480  -0.78
O: -3.1925 1.7657 -5.6290  -0.45
C: -3.7540 3.0120 -5.3649  -0.63
N: -1.0936 -0.0328 -4.8512  -0.31
H: -2.2897 -0.9503 -2.6062  -0.11
H: -2.2582 -2.3669 -3.7304  0.28
H: -3.7587 -1.6241 -3.3773  0.67
H: -2.9918 -0.7919 -5.6376  0.24
H: -3.0411 1.4099 -3.6043  0.00
H: -4.3958 0.6505 -4.4367  0.65
H: -3.0521 3.6239 -4.8008  0.22
H: -4.7471 2.9101 -4.8210  0.29
H: -3.9676 3.5855 -6.3314  0.26
H: -1.1024 0.8274 -5.3678  0.32
H: -0.6572 -0.6965 -5.5090  0.24
C: 3.8535 2.5207 -0.2755  -1.18
C: 4.2431 1.1063 0.1496  0.82
C: 2.9759 0.2188 -0.0732  1.23
O: 3.4268 -1.1241 0.2653  -0.75
C: 2.4100 -2.0586 0.1915  1.38
N: 5.4427 0.6522 -0.5268  -0.65
H: 4.6943 3.1748 -0.0040  0.43
H: 3.0124 2.9781 0.2456  0.21
H: 3.6762 2.5205 -1.3713  -0.04
H: 4.4949 1.1153 1.2275  -0.43
H: 2.7802 0.2225 -1.1271  0.40
H: 2.1479 0.6462 0.4686  -0.85
H: 1.5661 -1.8626 0.8472  -0.85
H: 2.8863 -2.9895 0.4915  0.61
H: 2.0185 -2.1789 -0.8866  -1.01
H: 5.3700 0.6336 -1.5553  0.16
H: 5.7910 -0.2418 -0.1970  0.32
C: 6.1835 2.2546 5.0589  -1.46
C: 4.9559 1.3643 5.4264  0.48
C: 4.2475 1.0905 4.1242  -0.63
O: 3.0892 0.3730 4.3205  -0.36
C: 2.5207 -0.2148 3.2156  0.66
N: 5.3192 0.1823 6.2412  -0.79
H: 6.8115 2.6079 5.9246  0.34
H: 5.7719 3.1497 4.5896  0.39
H: 6.7048 1.7773 4.2474  0.35
H: 4.3766 1.9907 6.0875  0.34
H: 4.9629 0.5382 3.4682  0.27
H: 4.1501 2.0387 3.4699  0.10
H: 3.1859 -0.9757 2.8102  0.82
H: 2.3117 0.5499 2.4188  -0.64
H: 1.5603 -0.5842 3.5260  -0.42
H: 5.8904 -0.3426 5.5994  0.32
H: 4.4835 -0.4104 6.2487  0.32
C: 2.9012 -3.4934 -3.7270  -1.20
C: 1.6037 -4.2319 -3.3587  -0.16
C: 1.8142 -5.0975 -2.1128  0.59
O: 2.8957 -5.9652 -2.3721  -0.42
C: 3.1149 -6.8470 -1.2887  -0.66
N: 0.5369 -3.2695 -3.1119  -0.04
H: 3.7808 -4.1638 -3.8105  0.48
H: 3.1469 -2.6968 -3.0311  -0.02
H: 2.7303 -2.9727 -4.6488  0.45
H: 1.3338 -4.8650 -4.2429  0.49
H: 0.9088 -5.6625 -1.8460  0.34
H: 2.1132 -4.4394 -1.2738  -0.61
H: 4.1699 -7.0928 -1.3484  0.31
H: 2.5584 -7.8314 -1.4243  0.22
H: 2.8293 -6.4234 -0.2879  0.23
H: 0.8751 -2.4498 -2.5996  -0.59
H: 0.0487 -3.0247 -3.9702  0.23
C: -0.6374 -5.3961 0.5966  -0.32
C: -1.7299 -5.2971 -0.4344  0.40
C: -3.0606 -5.5112 0.2857  -0.73
O: -4.0769 -5.6717 -0.7085  -0.36
C: -5.3885 -5.7219 -0.0963  -0.68
N: -1.7183 -3.9919 -1.0707  -0.22
H: -0.4801 -6.4533 0.7868  0.47
H: -1.0020 -4.9340 1.5464  -0.24
H: 0.2482 -4.8131 0.2646  -0.11
H: -1.6488 -6.0566 -1.2244  0.41
H: -3.3798 -4.6194 0.8740  0.14
H: -3.0785 -6.4422 0.9008  0.38
H: -6.0568 -6.1271 -0.8372  0.26
H: -5.6083 -4.7340 0.2756  0.28
H: -5.3701 -6.4647 0.7949  0.26
H: -2.4846 -3.9891 -1.7355  0.19
H: -0.8383 -3.8204 -1.5301  -0.07
C: -1.4671 -0.9788 4.8378  -1.40
C: -0.8204 -2.1804 4.1875  2.09
C: 0.0147 -2.8380 5.2823  -0.80
O: 0.7713 -3.9777 4.7775  -0.47
C: 1.8209 -3.6158 3.8355  -0.19
N: -1.7918 -3.1391 3.6301  -0.59
H: -2.0772 -0.4590 4.0744  0.17
H: -0.6758 -0.3136 5.1217  0.32
H: -2.1375 -1.1538 5.6941  0.42
H: -0.1684 -1.8912 3.3851  -1.20
H: -0.5724 -3.2043 6.1192  0.35
H: 0.7913 -2.1272 5.6616  0.28
H: 2.2978 -4.4742 3.4549  0.44
H: 2.5652 -2.9333 4.3193  0.20
H: 1.3926 -3.1006 2.9405  -0.09
H: -2.5185 -3.3153 4.3273  0.24
H: -1.3091 -4.0257 3.5095  0.20
C: 1.8767 1.4162 -5.7906  -0.70
C: 3.2127 1.0476 -5.2047  0.14
C: 3.5066 1.9644 -4.0264  -0.52
O: 4.6790 1.6858 -3.3293  0.04
C: 5.8154 2.2898 -4.0090  -0.92
N: 3.1456 -0.3177 -4.6614  -0.49
H: 1.1328 1.0012 -5.1214  -0.46
H: 1.7110 0.9348 -6.7568  0.39
H: 1.7701 2.4829 -5.9491  0.42
H: 4.1030 1.1134 -5.8181  0.57
H: 2.6559 1.8731 -3.3717  -0.28
H: 3.4934 3.0086 -4.3949  0.50
H: 5.9504 1.8416 -5.0070  0.29
H: 6.6248 2.1662 -3.3560  0.28
H: 5.6737 3.4083 -4.1108  0.32
H: 3.9631 -0.4134 -4.0733  0.33
H: 2.3786 -0.4221 -3.9476  -0.07
C: -2.5201 5.1063 3.9221  -1.25
C: -3.2043 3.6770 3.6364  1.73
C: -2.1292 2.5690 3.5905  0.18
O: -0.9194 3.0907 2.9833  -0.38
C: 0.1500 2.1770 3.1367  -0.70
N: -4.2196 3.1331 4.6001  -0.58
H: -1.5240 4.9430 4.3125  0.19
H: -3.0444 5.8423 4.4804  0.43
H: -2.3193 5.6501 3.0101  0.13
H: -3.7557 3.6604 2.7175  -1.14
H: -2.3889 1.6515 3.0610  -0.83
H: -1.8755 2.2447 4.5928  0.78
H: -0.1044 1.2300 2.6892  -0.02
H: 0.4551 1.9732 4.1556  0.57
H: 1.0239 2.6301 2.6969  0.27
H: -3.8140 3.1047 5.5367  0.25
H: -5.0539 3.6975 4.6796  0.27
C: -4.5176 0.2041 -0.3829  -1.05
C: -4.3713 1.1228 0.8090  3.20
C: -5.1005 2.4750 0.5910  -1.65
O: -4.4104 3.2691 -0.3589  -0.03
C: -4.9498 4.5447 -0.4900  -0.86
N: -5.0352 0.5421 1.9689  -0.82
H: -4.1688 0.6706 -1.3204  -0.08
H: -5.5568 -0.0472 -0.5912  0.46
H: -3.9744 -0.7384 -0.1935  -0.11
H: -3.3320 1.3297 1.0460  -1.35
H: -5.0736 2.9558 1.5677  0.53
H: -6.0996 2.3215 0.2324  0.43
H: -6.0185 4.4876 -0.7726  0.31
H: -4.3968 5.0349 -1.3147  0.18
H: -4.8427 5.1693 0.4215  0.25
H: -4.7448 1.0495 2.8178  0.31
H: -4.6923 -0.4164 2.0923  0.32
O: 0.6783 -0.2094 -2.3689  1.74
H: 0.3453 -0.4280 -1.4899  -0.69
H: -0.0639 -0.2109 -2.9515  -0.51
O: -2.3413 -1.8621 0.8204  0.07
H: -2.3050 -2.3674 1.7266  -0.09
H: -2.0531 -2.4998 0.0862  0.10
O: -0.3057 -0.0644 0.5417  1.13
H: -1.0289 -0.6854 0.7894  -0.27
H: -0.7330 0.8171 0.3455  -0.14


Number 1: highest occupied orbital energy -6.92 eV, E_tot -74369.5972 eV, gap between HOMO and LUMO 6.86 eV. Number 2: highest occupied orbital energy -10.17 eV, E_tot -190993.7628 eV, gap between HOMO and LUMO 10.15 eV. Number 3: highest occupied orbital energy -8.47 eV, E_tot -84875.2651 eV, gap between HOMO and LUMO 9.10 eV.